C9H19NO3 | ωB97M-V/def2-TZVPD

Last column: natural (NBO) charge in e.
Cartesian coordinates (Å):
C 3.251 -1.929 0.888  -0.2494
O 3.584 -1.096 -0.214  -0.5329
C 3.147 0.225 -0.002  -0.0514
C 1.686 0.439 -0.441  -0.4572
C 1.126 1.590 0.364  -0.2112
N -0.267 1.989 0.085  -0.6473
C -0.659 1.986 -1.221  0.8930
O -0.014 2.467 -2.053  -0.5790
O -1.881 1.462 -1.517  -0.5429
C -1.952 0.032 -1.466  -0.0675
C -2.740 -0.550 -0.268  -0.2495
C -1.965 -1.755 0.268  -0.5939
C -3.000 0.435 0.865  -0.6268
H 2.238 -1.722 1.222  0.1596
H 3.959 -1.766 1.699  0.1703
H 3.341 -2.950 0.546  0.1947
H 3.258 0.515 1.043  0.1520
H 3.782 0.884 -0.577  0.1910
H 1.169 -0.494 -0.261  0.1973
H 1.719 0.632 -1.503  0.2293
H 1.138 1.272 1.400  0.1937
H 1.774 2.456 0.315  0.2043
H -0.939 1.543 0.693  0.3875
H -2.472 -0.265 -2.367  0.1965
H -0.962 -0.393 -1.567  0.1771
H -3.696 -0.893 -0.642  0.2017
H -2.446 -2.123 1.163  0.2109
H -1.918 -2.533 -0.479  0.2110
H -0.956 -1.438 0.500  0.1936
H -3.934 0.158 1.337  0.2225
H -2.253 0.363 1.650  0.1925
H -3.117 1.461 0.542  0.2304

Calculated values
**Relative energy (zero: lowest compared OMol25 entry of this formula, charge and spin)**: 17.0 kcal/mol
**Lowest unoccupied orbital energy**: 0.70 eV
**E_tot**: -634.76769 Eh
**Highest occupied orbital energy**: -0.358 Ha
**Kohn-Sham gap**: 10.4376 eV
**Structure (SMILES)**: COCCCNC(=O)OCC(C)C
**Multiplicity**: 1

C9H19NOS | ωB97M-V/def2-TZVPD

Last column: natural (NBO) charge in e.
Cartesian coordinates (Å):
C 0.076 1.702 1.763  -0.4890
C -1.399 1.490 2.130  -0.4754
C -0.446 0.379 2.070  0.2353
C 1.268 -1.454 2.033  -0.6247
C 1.664 0.645 -3.210  -0.6173
C -2.719 -1.538 -1.512  -0.7650
C 0.048 -0.852 2.648  -0.4893
C 0.887 -0.225 -2.195  -0.3548
C 0.110 0.634 -1.101  -0.3029
N -0.695 -0.381 -0.536  -0.6458
O -2.622 1.173 -0.998  -0.9927
S -2.301 -0.108 -0.286  1.3727
H 0.334 2.148 0.818  0.2316
H 0.832 2.049 2.591  0.2049
H -1.668 1.931 3.075  0.2213
H -1.962 1.658 1.206  0.2565
H 2.125 -0.781 1.893  0.2131
H 1.042 -1.605 0.901  0.2423
H 1.641 -2.313 2.652  0.2232
H 2.504 0.065 -3.597  0.2174
H 0.896 1.067 -3.950  0.2084
H 1.973 1.433 -2.635  0.1963
H -3.769 -1.627 -1.615  0.2150
H -2.306 -2.611 -1.146  0.2354
H -2.240 -1.029 -2.295  0.2179
H 0.224 -0.538 3.738  0.2232
H -0.842 -1.496 2.659  0.2317
H 1.457 -0.912 -1.656  0.1948
H 0.045 -0.754 -2.790  0.1869
H 0.867 1.113 -0.365  0.2111
H -0.432 1.308 -1.760  0.2176

Calculated values
**Relative energy (zero: lowest compared OMol25 entry of this formula, charge and spin)**: 169.3 kcal/mol
**Lowest unoccupied orbital energy (alpha / beta)**: 0.23 / -0.85 eV
**E_tot**: -882.22843 Eh
**Highest occupied orbital energy (alpha / beta)**: -0.303 / -0.267 Ha
**Kohn-Sham gap (alpha / beta)**: 8.4757 / 6.3999 eV
**Multiplicity**: 1

C9H20BClN3O11S | ωB97M-V/def2-TZVPD

Last column: natural (NBO) charge in e.
Cartesian coordinates (Å):
O 3.225 4.883 0.106  -0.7456
C 2.556 3.997 -0.446  0.7320
O 2.252 4.118 -1.705  -0.8125
C 1.981 2.734 0.294  -0.1571
C 3.074 1.759 0.872  -0.8089
B 3.167 0.350 0.086  1.1419
O 3.643 -0.763 0.829  -0.9389
O 2.772 0.156 -1.240  -0.8919
N 0.959 3.202 1.255  -0.1520
O 1.434 3.406 2.543  -0.5495
C -0.285 2.427 1.205  -0.2534
C -1.288 3.249 0.278  -0.4232
C -2.182 2.339 -0.646  -0.4325
C -2.756 1.047 0.032  -0.6322
S -4.134 1.317 1.200  2.0380
O -4.209 0.206 2.136  -0.9061
O -5.349 1.459 0.409  -0.9138
Cl -3.942 3.040 2.311  -0.2026
H 1.425 2.158 -0.493  0.2114
H 4.079 2.241 0.710  0.2740
H 2.954 1.489 1.949  0.1950
H 3.623 -0.555 1.775  0.4909
H 3.414 -0.464 -1.626  0.4837
H 1.348 2.576 3.054  0.4172
H -0.121 1.400 0.769  0.1678
H -0.766 2.331 2.214  0.1979
H -1.854 4.019 0.851  0.2117
H -0.612 3.825 -0.410  0.2614
H -1.563 2.104 -1.551  0.2448
H -3.034 2.963 -1.029  0.2246
H -3.175 0.407 -0.787  0.2714
H -1.988 0.433 0.553  0.2591
C 2.202 -3.665 0.440  -0.4826
N 0.854 -3.198 0.019  0.5417
O 0.397 -2.226 0.579  -0.3516
O 0.304 -3.832 -0.866  -0.4158
H 2.569 -3.014 1.226  0.2468
H 2.096 -4.686 0.801  0.2237
H 2.852 -3.620 -0.430  0.2379
C -2.052 -5.344 -1.940  -0.4838
N -2.554 -6.063 -3.142  0.5331
O -1.744 -6.683 -3.805  -0.3809
O -3.744 -5.979 -3.377  -0.3846
H -0.984 -5.506 -1.857  0.2418
H -2.271 -4.288 -2.073  0.2434
H -2.573 -5.749 -1.076  0.2286

Calculated values
**Lowest unoccupied orbital energy**: 1.54 eV
**Total charge**: -1
**E_tot**: -2229.93910 Eh
**Highest occupied orbital energy**: -0.145 Ha
**Kohn-Sham gap**: 5.4946 eV
**Multiplicity**: 1

C9H20Br3CuN | ωB97M-V/def2-TZVPD

Last column: natural (NBO) charge in e.
Cartesian coordinates (Å):
Cu -1.514 -2.166 3.164  0.7719
C 1.599 -2.708 1.133  -0.6230
C 2.159 -1.994 -0.089  -0.3962
C 1.705 -0.546 -0.208  -0.4356
C 0.209 -0.281 0.006  -0.2605
N -0.196 1.107 -0.372  -0.2121
C 0.013 1.341 -1.844  -0.2185
C -1.313 1.898 -2.410  -0.4117
C -2.322 1.162 -1.548  -0.4380
C -1.728 1.269 -0.168  -0.2095
C 0.444 2.169 0.484  -0.4075
H 1.674 -3.793 1.099  0.2273
H 0.582 -2.454 1.421  0.2293
H 2.158 -2.427 2.034  0.2214
H 1.761 -2.542 -0.954  0.1881
H 3.242 -2.104 -0.114  0.2055
H 2.177 0.103 -0.953  0.1932
H 2.089 -0.026 0.690  0.2075
H -0.031 -0.514 1.042  0.2963
H -0.428 -0.950 -0.579  0.2424
H 0.798 2.067 -2.071  0.2121
H 0.421 0.403 -2.215  0.2281
H -1.229 2.960 -2.148  0.1921
H -1.396 1.905 -3.494  0.2313
H -3.242 1.748 -1.543  0.2311
H -2.361 0.102 -1.796  0.2454
H -1.845 2.282 0.205  0.1984
H -2.091 0.476 0.485  0.3061
H 1.513 2.056 0.332  0.2126
H 0.100 2.150 1.512  0.2877
H 0.096 3.108 0.049  0.1898
Br -0.512 0.446 3.796  -0.9143
Br -2.646 -2.177 0.637  -0.8957
Br 0.113 -4.070 4.418  -0.8952

Calculated values
**Relative energy (zero: lowest compared OMol25 entry of this formula, charge and spin)**: 12.6 kcal/mol
**Lowest unoccupied orbital energy**: 2.04 eV
**Total charge**: -1
**E_tot**: -9772.32010 Eh
**Highest occupied orbital energy**: -0.160 Ha
**Kohn-Sham gap**: 6.3818 eV
**Multiplicity**: 1

C9H20F3N2O10P | ωB97M-V/def2-TZVPD

Last column: natural (NBO) charge in e.
Cartesian coordinates (Å):
C -0.475 27.349 30.317  -0.4583
N -1.797 27.383 29.701  0.5202
O -2.789 27.559 30.395  -0.3707
O -1.882 27.433 28.474  -0.3962
H -0.661 26.482 30.950  0.2443
H -0.297 28.280 30.855  0.2415
H 0.176 27.208 29.454  0.2108
C 4.604 25.269 29.211  -0.5127
N 4.167 25.468 30.559  0.5445
O 4.906 25.183 31.467  -0.3510
O 3.040 25.877 30.680  -0.4214
H 5.381 26.015 29.045  0.2295
H 3.752 25.494 28.569  0.2555
H 5.029 24.272 29.089  0.2439
C -1.592 21.594 35.667  -0.2566
O -0.887 22.401 34.743  -0.8008
P -1.418 22.659 33.215  2.5574
O -1.728 21.470 32.457  -1.1029
O -2.569 23.771 33.457  -0.8053
C -3.889 23.393 33.086  -0.2785
O -0.237 23.610 32.631  -0.8475
C -0.385 24.225 31.298  -0.2409
H -1.078 20.705 36.032  0.1853
H -2.459 21.065 35.272  0.1848
H -1.855 22.145 36.571  0.1848
H -4.222 24.299 32.580  0.1858
H -4.451 23.449 34.019  0.1860
H -4.022 22.548 32.411  0.2143
H 0.022 25.224 31.139  0.2030
H -1.430 24.254 30.988  0.1804
H 0.091 23.588 30.552  0.1684
C 2.830 26.771 27.416  -0.6243
C 1.463 26.087 27.701  -0.0580
O 1.790 25.058 28.614  -0.5014
C 0.966 24.607 29.630  0.7503
O -0.145 25.013 29.816  -0.5345
C 1.510 23.410 30.548  0.8714
F 1.677 23.885 31.815  -0.2730
F 0.738 22.334 30.496  -0.2727
F 2.705 23.099 30.061  -0.3061
H 3.214 27.144 28.365  0.2143
H 2.694 27.574 26.691  0.2343
H 3.509 25.982 27.093  0.2075
H 1.139 25.615 26.773  0.1989
H 0.759 26.835 28.064  0.1956

Calculated values
**Lowest unoccupied orbital energy**: -0.33 eV
**E_tot**: -1857.26398 Eh
**Highest occupied orbital energy**: -0.362 Ha
**Kohn-Sham gap**: 9.5078 eV
**Multiplicity**: 1

C9H20GeMoO2S4SbSe2 | ωB97M-V/def2-TZVPD

Last column: natural (NBO) charge in e.
Cartesian coordinates (Å):
Mo 0.815 -0.197 1.251  0.1671
S 5.186 -1.942 3.843  -0.7650
Sb 4.264 -0.388 2.477  1.2745
S 1.887 0.283 3.158  -0.4108
S 2.780 -1.268 0.426  0.0534
S 5.559 1.331 1.772  -0.7840
O -1.031 -0.215 2.933  -0.6871
C -2.341 0.253 2.656  -0.0591
C -2.759 -0.196 1.259  -0.1573
C -4.296 -0.073 1.236  -0.0433
O -4.882 -0.411 -0.009  -0.7202
C -2.397 -1.669 1.040  -0.5701
Se -0.509 -2.095 0.615  0.0798
C -2.193 0.727 0.154  -0.5743
Se -0.549 1.751 0.587  -0.0565
H -0.676 0.233 3.708  0.5065
H -2.383 1.345 2.706  0.1923
H -3.032 -0.170 3.395  0.1696
H -4.567 0.952 1.527  0.1569
H -4.733 -0.758 1.966  0.1793
H -4.480 0.132 -0.695  0.4672
H -2.959 -2.051 0.189  0.2312
H -2.660 -2.257 1.921  0.2150
H -2.925 1.500 -0.100  0.2035
H -1.961 0.153 -0.742  0.2250
C 3.797 0.285 -2.997  -1.0824
Ge 2.022 0.296 -2.132  1.6181
C 1.053 -1.331 -2.688  -1.0897
C 1.034 1.881 -2.775  -1.0828
C 2.307 0.340 -0.170  -0.9794
H 3.697 0.085 -4.066  0.2174
H 4.436 -0.484 -2.561  0.2344
H 4.289 1.249 -2.868  0.2289
H 1.294 -1.551 -3.731  0.2196
H -0.025 -1.203 -2.598  0.2303
H 1.346 -2.183 -2.077  0.2416
H 0.953 1.847 -3.864  0.2158
H 1.547 2.800 -2.489  0.2286
H 0.035 1.909 -2.346  0.2397
H 3.057 1.093 0.089  0.2660

Calculated values
**Relative energy (zero: lowest compared OMol25 entry of this formula, charge and spin)**: 10.6 kcal/mol
**Lowest unoccupied orbital energy**: 1.93 eV
**Total charge**: -1
**E_tot**: -9286.53314 Eh
**Highest occupied orbital energy**: -0.165 Ha
**Kohn-Sham gap**: 6.4159 eV
**Multiplicity**: 1

C9H20N3 | ωB97M-V/def2-TZVPD

Last column: natural (NBO) charge in e.
Cartesian coordinates (Å):
H -3.611 0.537 -0.218  0.3619
N -2.685 0.865 0.019  -0.1392
N -1.826 0.044 -0.258  0.0599
C -1.970 -1.324 -0.646  -0.2565
C -3.492 -1.741 -0.578  -0.6445
C -0.452 0.536 -0.181  0.3977
C -0.347 2.090 -0.002  -0.5052
C -0.201 2.392 1.481  -0.6224
N 0.384 -0.371 -0.099  -0.3521
C 1.811 -0.362 -0.150  0.0578
C 2.072 -1.616 -0.949  -0.6011
C 2.057 -0.814 1.303  -0.5878
C 2.526 0.915 -0.607  -0.6359
H -1.441 -1.326 -1.582  0.2551
H -1.445 -1.843 0.058  0.2629
H -3.789 -2.018 0.473  0.2461
H -3.582 -2.714 -1.125  0.2688
H -4.129 -0.963 -0.959  0.2029
H 0.517 2.535 -0.591  0.2623
H -1.138 2.675 -0.482  0.2526
H 0.898 2.747 1.715  0.2258
H -0.445 1.638 2.153  0.2143
H -0.806 3.199 1.828  0.2396
H 3.167 -1.979 -0.809  0.2346
H 1.434 -2.468 -0.666  0.2221
H 1.940 -1.479 -2.125  0.2156
H 1.559 -0.215 1.971  0.2048
H 1.616 -1.853 1.403  0.2278
H 3.193 -0.736 1.590  0.2383
H 3.607 0.810 -0.685  0.2477
H 2.227 1.260 -1.573  0.2275
H 2.352 1.578 0.293  0.2185

Calculated values
**Relative energy (zero: lowest compared OMol25 entry of this formula, charge and spin)**: 75.2 kcal/mol
**Lowest unoccupied orbital energy**: -5.43 eV
**Total charge**: +1
**E_tot**: -518.81449 Eh
**Highest occupied orbital energy**: -0.510 Ha
**Kohn-Sham gap**: 8.4519 eV
**Structure (SMILES)**: [H]/N=[N+](CC)/C(CC)=N/C(C)(C)C
**Multiplicity**: 1